No. 1
Density functional theory data (the ωB97M-V functional and the def2-TZVPD basis) for a molecular structure, C27H27N3O4PSbSe4Ti.

Properties
- Relative energy (zero: lowest compared OMol25 entry of this formula, charge and spin): 0.0 kcal/mol
- Kohn-Sham gap: 5.59 eV
- Highest occupied orbital energy: -0.25018 hartree
- E: -341428.397 eV

ORCA input file:
```
! RIJCOSX wB97M-V def2-TZVPD def2/J DEFGRID3
* xyz 0 1
Ti 0.64 0.50 0.21
O 0.99 -1.18 1.24
C 0.51 -0.64 2.31
O 0.42 0.61 2.30
C -0.24 -1.51 3.25
C 0.11 -1.75 4.56
C -0.69 -2.58 5.33
C -1.83 -3.15 4.78
C -2.19 -2.89 3.46
C -1.39 -2.07 2.67
P -1.86 -1.57 0.94
C -1.38 -2.99 -0.09
C -0.59 -4.05 0.34
C -0.21 -5.05 -0.55
C -0.63 -5.00 -1.87
C -1.42 -3.95 -2.31
C -1.79 -2.95 -1.43
C -3.68 -1.65 1.03
C -4.29 -0.64 1.78
C -5.67 -0.63 1.94
C -6.45 -1.62 1.36
C -5.85 -2.62 0.61
C -4.47 -2.64 0.45
H 1.00 -1.29 4.99
H -0.44 -2.78 6.36
H -2.46 -3.80 5.38
H -3.09 -3.32 3.05
H -0.25 -4.09 1.37
H 0.40 -5.87 -0.20
H -0.34 -5.79 -2.56
H -1.74 -3.90 -3.35
H -2.40 -2.13 -1.78
H -3.69 0.14 2.23
H -6.13 0.16 2.53
H -7.53 -1.60 1.48
H -6.46 -3.40 0.16
H -4.01 -3.44 -0.12
C -1.52 0.24 -3.67
O -0.41 -0.71 -3.60
C 0.28 -0.71 -2.50
O -0.05 0.03 -1.52
N 1.29 -1.55 -2.43
N 2.11 -1.41 -1.31
H -2.01 0.01 -4.61
H -1.10 1.24 -3.64
H -2.19 0.07 -2.83
H 1.65 -1.90 -3.30
H 2.98 -0.95 -1.61
H 2.27 -2.32 -0.89
N -0.21 2.46 0.47
C -1.63 2.55 0.76
C -2.53 2.27 -0.25
C -3.88 2.44 -0.02
C -4.34 2.88 1.22
C -3.42 3.13 2.23
C -2.06 2.96 2.01
H 0.34 2.92 1.20
H -0.01 2.91 -0.45
H -2.15 1.97 -1.23
H -4.59 2.24 -0.81
H -5.40 3.03 1.39
H -3.76 3.47 3.20
H -1.34 3.17 2.79
Se 4.15 4.37 -1.33
Sb 2.88 2.47 -1.98
Se 2.79 1.24 0.46
Se 0.60 3.13 -2.62
Se 3.73 0.67 -3.35
*
```

***

No. 2
Density functional theory data (the ωB97M-V functional and the def2-TZVPD basis) for 5 unconnected molecules or ions with the total composition C27H27N5O9.

Properties
- SMILES: O=[N+]([O-])c1ccccc1.O=[N+]([O-])c1ccccc1.O=[N+]([O-])c1ccccc1.O=[N+]([O-])c1ccccc1.CN(C)C=O
- Relative energy (zero: lowest compared OMol25 entry of this formula, charge and spin): 7.0 kcal/mol
- Kohn-Sham gap: 7.26 eV
- Highest occupied orbital energy: -0.32645 hartree
- E: -54288.407 eV

ORCA input file:
```
! RIJCOSX wB97M-V def2-TZVPD def2/J DEFGRID3
* xyz 0 1
C 2.11 -0.18 -4.54
C 1.60 1.08 -5.28
C 2.60 1.87 -6.23
C 3.99 1.29 -6.39
C 4.46 0.04 -5.49
C 3.45 -0.75 -4.65
N 4.88 1.91 -7.35
O 5.39 1.10 -8.10
O 4.94 3.07 -7.46
H 1.56 -0.70 -3.80
H 0.58 1.55 -5.24
H 2.39 2.63 -6.82
H 5.38 -0.28 -5.64
H 3.69 -1.67 -4.12
C 0.56 4.37 2.95
C 0.52 3.52 1.72
C -0.61 3.75 0.76
C -1.57 4.97 0.98
C -1.60 5.61 2.33
C -0.44 5.27 3.32
N -2.51 5.29 0.02
O -2.75 4.59 -1.03
O -3.24 6.38 0.22
H 1.32 4.19 3.69
H 1.18 2.71 1.62
H -0.68 3.04 -0.08
H -2.47 6.25 2.62
H -0.58 5.87 4.28
C -1.36 -0.12 6.22
C -0.93 -0.95 5.07
C -1.46 -0.64 3.66
C -2.47 0.54 3.46
C -2.82 1.34 4.67
C -2.22 1.00 6.06
N -2.98 0.86 2.18
O -2.65 0.21 1.22
O -3.69 1.87 2.23
H -1.09 -0.56 7.23
H -0.29 -1.90 4.99
H -0.88 -1.20 2.76
H -3.32 2.36 4.79
H -2.48 1.78 6.93
C -1.36 -8.25 1.17
C -1.71 -8.08 -0.31
C -1.47 -6.57 -0.86
C -0.81 -5.53 -0.03
C -0.36 -5.92 1.38
C -0.77 -7.23 2.02
N -0.53 -4.16 -0.51
O 0.29 -3.44 0.19
O -0.83 -3.84 -1.67
H -1.20 -9.32 1.48
H -2.41 -8.91 -0.98
H -1.84 -6.23 -1.79
H 0.03 -5.09 2.08
H -0.52 -7.41 3.07
C -0.55 0.26 -1.49
O -0.91 0.63 -2.68
N 0.58 0.70 -0.80
C 0.84 0.05 0.45
C 1.48 1.67 -1.39
H -1.07 -0.62 -0.81
H 1.66 0.52 0.93
H 0.97 -0.86 0.32
H -0.06 0.17 1.09
H 1.52 2.76 -0.95
H 1.00 1.95 -2.31
H 2.50 1.37 -1.36
*
```

***

- The lowest highest occupied orbital energy belongs to which entry?
  C27H27N5O9